Below is a 3-piece molecular cluster, C3H13NO3 overall in a non-equilibrium geometry, with properties calculated with the ωB97M-V functional and the def2-TZVPD basis.

Summary:
Energy above the lowest of the compared OMol25 structures with the same formula, charge and spin (kJ/mol): 231.0
Multiplicity: 2
Charge: +1
LUMO level (alpha / beta) (eV): -3.4 / -8.3
Molar mass (g/mol): 111.1
Highest occupied orbital energy (alpha / beta) (Ha): -0.510 / -0.510
Orbital gap (alpha / beta) (hartree): 0.38565 / 0.20431

```
20
C3H13NO3 | the OMol25 dataset | the ωB97M-V functional and the def2-TZVPD basis
C -0.9031 0.5671 -0.2644
N 0.1090 -0.0690 0.5386
C 0.2674 -1.5107 0.4529
C 0.2814 -2.2545 1.7739
O -0.7385 -1.7430 2.6531
H -1.1744 1.5573 0.1208
H -1.7785 -0.1262 -0.3632
H -0.6196 0.6605 -1.3261
H 0.1357 0.3821 1.4571
H -0.4092 -2.0709 -0.1923
H 1.3340 -1.5893 0.0970
H 0.2794 -3.3335 1.5650
H 1.1068 -2.0746 2.4714
H -1.5887 -2.1674 2.5026
H 2.3462 -1.1341 -2.8813
H 1.1249 -0.5341 -1.9666
O 1.6585 -0.5010 -2.7643
H 0.3051 5.4263 -1.1961
H -1.1065 4.8362 -1.3492
O -0.6300 5.6789 -1.3289
```